{
  "formula": "C14H13ClFNO2S",
  "method": "wB97M-V/def2-TZVPD",
  "elements": ["O", "C", "C", "S", "C", "C", "C", "F", "C", "C", "C", "C", "Cl", "N", "C", "C", "C", "C", "C", "O", "H", "H", "H", "H", "H", "H", "H", "H", "H", "H", "H", "H", "H"],
  "positions_angstrom": [[-1.616424, -2.628098, -1.062733], [-1.419276, -2.351257, 0.021382], [-0.451822, -2.780047, 0.999366], [0.625643, -1.141599, 1.319577], [0.903781, -0.529932, -0.168790], [2.244123, 0.030433, -0.347320], [3.298681, -0.618789, -0.432508], [3.257617, -1.885649, -1.014930], [4.693142, -0.087017, -0.498331], [4.815838, 1.164746, 0.007096], [3.787724, 2.064472, -0.062891], [2.597699, 1.376424, 0.126785], [1.189226, 2.161392, 0.582004], [-2.338312, -1.538619, 0.679925], [-3.539208, -1.105187, -0.115561], [-3.323685, 0.450008, -0.027082], [-2.410004, 1.191517, 0.679641], [-2.543893, 2.650709, -0.110547], [-3.630153, 2.570092, -0.934387], [-3.997084, 1.235187, -0.910474], [-0.654386, -3.402859, 1.846815], [0.253260, -3.447741, 0.389940], [0.138117, 0.128982, -0.676340], [0.929067, -1.380241, -0.952757], [5.564115, -0.870911, -0.755179], [5.792324, 1.497990, -0.020130], [3.959840, 3.081021, 0.453710], [-2.223844, -1.370822, 1.621541], [-4.484621, -0.996124, 0.615677], [-3.673002, -1.379670, -1.090501], [-1.547597, 0.835562, 1.102543], [-2.059225, 3.599653, 0.155353], [-4.137671, 3.476370, -1.420884]],
  "forces_ev_per_angstrom": [[0.34, -2.42, -7.72], [-3.41, 2.76, 7.85], [5.85, -0.46, -2.28], [-1.69, -3.16, 5.43], [-0.93, -0.35, -7.81], [-3.58, 6.08, 3.73], [9.89, -5.27, -4.79], [-0.24, 0.24, 1.01], [-1.37, -3.75, 1.29], [2.09, -1.00, -3.18], [-1.76, 0.80, 4.30], [-1.62, 0.31, -2.35], [-1.31, 1.94, 0.89], [-1.75, -1.53, -4.21], [-0.25, 5.37, 7.19], [1.57, 1.51, -1.08], [-2.43, 3.70, -4.87], [-0.62, -1.79, 2.21], [2.29, -0.20, 1.95], [-2.57, -0.18, -1.29], [-0.73, 0.58, 0.78], [-0.52, 0.88, 0.88], [0.50, -0.35, 1.07], [-0.16, 0.77, 1.18], [-2.19, 2.15, 0.82], [2.06, 1.07, 0.49], [-0.68, -1.48, -1.38], [-0.21, 0.69, 2.09], [1.53, -1.84, -1.88], [-0.13, -1.40, -2.06], [1.69, -0.59, 1.47], [-0.03, -0.71, -0.06], [0.38, -2.40, 0.33]],
  "mulliken_charge": [-0.541, 0.510, -0.776, -0.042, -0.829, -0.412, 0.971, -0.337, -0.551, -0.508, -0.498, 0.417, -0.168, -0.199, -0.905, 0.494, -0.436, -0.377, -0.358, -0.385, 0.456, 0.291, 0.607, 0.339, 0.273, 0.436, 0.281, 0.310, 0.281, 0.469, 0.523, 0.323, 0.342],
  "total_energy_ev": -46381.9610,
  "total_charge": 0,
  "homo_ev": -8.756,
  "max_force_ev_per_a": 12.188,
  "smiles": "O=C(CSCc1c(F)cccc1Cl)NCc1ccco1",
  "e_lumo_ev": 0.54
}



{
  "formula": "C14H13F6N3O7S3Y",
  "method": "wB97M-V/def2-TZVPD",
  "elements": ["Y", "C", "C", "C", "C", "C", "C", "C", "S", "O", "O", "N", "C", "C", "C", "C", "C", "N", "H", "H", "H", "H", "H", "H", "H", "H", "H", "H", "H", "O", "H", "H", "F", "C", "F", "F", "S", "O", "O", "N", "S", "O", "O", "C", "F", "F", "F"],
  "positions_angstrom": [[0.257513, 0.006802, -1.593617], [0.384251, -0.763549, 6.762046], [0.120045, -0.804858, 5.284480], [1.034099, -0.269383, 4.376544], [0.798461, -0.307506, 3.015632], [-0.375369, -0.894867, 2.558665], [-1.306723, -1.438669, 3.437624], [-1.046618, -1.387324, 4.796070], [-0.740651, -0.939677, 0.863725], [0.463205, -1.445506, 0.134625], [-1.938793, -1.714779, 0.658008], [-0.826076, 0.541077, 0.283083], [-1.984673, 0.998826, -0.390619], [-3.194851, 1.332284, 0.193651], [-4.192003, 1.812154, -0.634894], [-3.960278, 1.955039, -2.001773], [-2.728731, 1.599442, -2.502481], [-1.762687, 1.121278, -1.706881], [1.332088, -0.278134, 6.985421], [0.413447, -1.772675, 7.174807], [-0.406432, -0.221253, 7.281638], [1.946034, 0.181354, 4.746290], [1.521755, 0.109880, 2.327242], [-2.206932, -1.900194, 3.060461], [-1.761442, -1.813344, 5.488998], [-3.332360, 1.224623, 1.259670], [-5.152538, 2.086988, -0.219621], [-4.722387, 2.337333, -2.664243], [-2.485544, 1.688773, -3.553070], [-1.227320, -1.809968, -2.243098], [-0.868724, -2.602287, -2.666132], [-1.757350, -2.115540, -1.483975], [2.957507, -0.792792, -5.989587], [1.966296, 0.059137, -5.846725], [0.853386, -0.439298, -6.352970], [2.252266, 1.214686, -6.405964], [1.662641, 0.341168, -4.046397], [0.532975, 1.240543, -3.858020], [1.327581, -0.960625, -3.436193], [3.046780, 0.908209, -3.584760], [3.209970, 1.379301, -2.084842], [4.117156, 2.446747, -1.922388], [1.874868, 1.471937, -1.428785], [3.882998, -0.077836, -1.183414], [5.014889, -0.484200, -1.708608], [4.043700, 0.238987, 0.087365], [2.964572, -1.062302, -1.266988]],
  "forces_ev_per_angstrom": [[-0.32, -0.70, -0.84], [0.02, 0.00, 0.00], [0.04, 0.02, 0.02], [0.02, 0.01, 0.03], [-0.01, -0.01, -0.03], [-0.06, -0.05, 0.18], [0.12, 0.04, 0.07], [-0.05, -0.03, -0.05], [-0.11, -0.12, 0.49], [-0.02, -0.04, 0.32], [-0.01, 0.01, -0.20], [-0.80, 0.14, 0.39], [-0.06, 0.02, 0.42], [-0.03, 0.00, -0.01], [-0.03, 0.02, -0.04], [0.01, 0.00, 0.02], [0.05, 0.03, -0.01], [-0.41, 0.28, 0.10], [0.00, 0.00, -0.01], [-0.01, 0.00, 0.00], [-0.01, 0.00, -0.01], [0.00, 0.00, -0.01], [-0.03, 0.00, -0.04], [-0.03, -0.01, -0.02], [0.00, 0.00, 0.00], [0.01, -0.01, 0.00], [0.00, 0.00, 0.01], [-0.01, 0.00, 0.01], [0.00, 0.00, 0.00], [0.07, 0.01, 0.13], [-0.06, 0.07, 0.00], [0.01, -0.01, -0.05], [0.04, -0.02, 0.02], [0.04, 0.06, -0.09], [-0.07, -0.02, 0.02], [0.00, 0.01, -0.02], [0.13, 0.01, -0.15], [0.15, -0.12, -0.13], [0.44, 0.00, -0.49], [-0.05, 0.00, 0.05], [-0.18, 0.16, -0.03], [-0.08, 0.02, -0.01], [1.02, 0.37, -0.05], [0.18, -0.11, -0.06], [-0.02, -0.03, -0.01], [0.02, 0.03, 0.03], [0.08, 0.00, 0.06]],
  "mulliken_charge": [1.236, -1.394, 0.858, -0.971, -0.519, 0.023, -0.388, -0.779, 2.287, -0.805, -0.796, -0.645, 0.679, -0.590, -0.305, -0.800, -0.196, -0.143, 0.347, 0.345, 0.345, 0.327, 0.422, 0.496, 0.409, 0.482, 0.438, 0.411, 0.488, -0.571, 0.305, 0.328, -0.178, 0.519, -0.179, -0.176, 1.360, -0.629, -0.609, -0.509, 1.078, -0.549, -0.645, 0.765, -0.193, -0.193, -0.187],
  "total_energy_ev": -83382.8685,
  "total_charge": 1,
  "homo_ev": -12.255,
  "max_force_ev_per_a": 1.138,
  "e_lumo_ev": -2.92
}



{
  "formula": "C14H13IrN3O3",
  "method": "wB97M-V/def2-TZVPD",
  "elements": ["Ir", "O", "C", "N", "C", "C", "C", "C", "C", "C", "N", "C", "C", "C", "C", "C", "N", "H", "H", "H", "H", "H", "H", "H", "H", "H", "H", "C", "C", "O", "O", "H", "H", "H"],
  "positions_angstrom": [[-0.691038, 0.187115, 0.537780], [1.040522, -1.876723, -2.554945], [0.319496, -1.270492, -1.813739], [0.722220, -0.749732, -0.578215], [1.948477, -1.146878, 0.056615], [1.787587, -1.000349, 1.555028], [2.778223, -1.396888, 2.429179], [2.566335, -1.279596, 3.794757], [1.361235, -0.769508, 4.260651], [0.408991, -0.385730, 3.345928], [0.622564, -0.487454, 2.017123], [-1.149144, -1.050789, -2.060636], [-1.739974, -1.477873, -3.224744], [-3.116172, -1.320320, -3.370244], [-3.847563, -0.754818, -2.339130], [-3.193331, -0.349747, -1.189163], [-1.865348, -0.484488, -1.057232], [2.777680, -0.520724, -0.295948], [2.207866, -2.174823, -0.212299], [3.702940, -1.803542, 2.042006], [3.333262, -1.591811, 4.491068], [1.157924, -0.672488, 5.317153], [-0.546468, 0.015783, 3.653522], [-1.125275, -1.933857, -3.988884], [-3.608925, -1.648325, -4.275725], [-4.918557, -0.629181, -2.409908], [-3.725707, 0.088811, -0.356535], [0.551524, 4.440053, -0.510370], [0.204734, 3.003232, -0.559242], [0.137034, 2.406948, -1.692248], [-0.050368, 2.284969, 0.432126], [0.457186, 4.907714, -1.488547], [1.588828, 4.518593, -0.175725], [-0.096758, 4.922917, 0.220547]],
  "forces_ev_per_angstrom": [[0.04, -0.08, -0.06], [0.01, 0.03, -0.01], [0.04, -0.08, 0.02], [-0.06, -0.01, 0.02], [0.01, 0.02, 0.00], [0.01, -0.01, -0.02], [0.00, 0.00, 0.01], [0.00, 0.00, 0.00], [0.01, 0.00, 0.00], [0.00, 0.02, -0.01], [-0.01, -0.02, 0.00], [0.00, 0.03, 0.00], [0.00, 0.00, 0.00], [-0.01, 0.00, 0.00], [0.00, 0.00, -0.01], [0.02, 0.01, 0.02], [0.00, 0.02, 0.00], [0.00, 0.00, -0.01], [0.00, 0.00, 0.00], [0.00, 0.00, 0.00], [0.00, 0.00, 0.00], [0.00, 0.00, 0.00], [0.00, 0.00, -0.01], [0.00, 0.00, 0.00], [0.00, 0.00, 0.00], [0.00, 0.00, 0.00], [0.00, 0.00, 0.00], [0.09, 0.00, -0.04], [-0.17, -0.24, 0.06], [0.04, 0.07, -0.11], [0.02, 0.24, 0.12], [-0.01, 0.00, 0.00], [0.00, 0.01, 0.02], [0.00, 0.00, 0.00]],
  "mulliken_charge": [1.275, -0.495, -0.132, -0.271, -0.601, 0.634, -0.820, -0.195, -0.691, -0.066, -0.365, 0.903, -0.580, -0.244, -0.663, -0.009, -0.234, 0.365, 0.522, 0.454, 0.453, 0.424, 0.442, 0.489, 0.474, 0.424, 0.450, -1.012, 0.981, -0.196, -0.752, 0.382, 0.316, 0.336],
  "total_energy_ev": -28160.8188,
  "s_squared": 8.776,
  "total_charge": 2,
  "homo_ev": [-15.145, -16.600],
  "max_force_ev_per_a": 0.298,
  "multiplicity": 6,
  "e_lumo_ev": [-6.91, -10.36]
}



> Number 2 is which compound?

C14H13F6N3O7S3Y